Record 1
{
  "formula": "C6H14S3",
  "method": "ωB97M-V/def2-TZVPD",
  "elements": ["C", "C", "C", "C", "C", "C", "S", "S", "S", "H", "H", "H", "H", "H", "H", "H", "H", "H", "H", "H", "H", "H", "H"],
  "coordinates": [[-2.00733, -0.21280, -1.86000], [-0.20943, 1.52303, -3.02754], [1.03960, -2.07321, 1.77240], [-0.14824, -0.14026, 3.05120], [0.73105, 0.17354, -0.91830], [0.15698, -0.78002, 1.74161], [1.33790, 2.36181, -2.99771], [0.95892, 0.63898, 0.84185], [-0.83751, 0.95843, -1.49703], [-2.79494, 0.21364, -2.52788], [-2.50705, -0.66103, -0.89518], [-1.05792, 2.75745, -3.23053], [1.84959, -2.05849, 2.52019], [0.38604, -2.94275, 1.73634], [1.58682, -2.16440, 0.82605], [-0.16330, -0.86581, 3.98680], [-1.14295, 0.21597, 2.89540], [0.34427, 0.70206, 3.31507], [0.65023, -0.95255, -1.03063], [1.64031, 0.57911, -1.53869], [-0.79539, -1.10231, 1.23645], [1.58878, 1.88550, -4.31013], [-0.60643, 1.94408, -0.08974]],
  "lowdin_charge": [-0.3386, -0.8706, -0.1087, -0.1781, -0.6679, -0.6502, 0.5438, 0.8429, 0.6258, 0.0139, 0.0322, 0.1174, 0.0850, 0.0746, 0.0547, 0.1357, 0.0663, 0.0097, 0.0812, 0.0164, 0.1115, -0.0815, 0.0842],
  "gap_ev": 7.6,
  "lumo_ev": -0.151
}


Record 2
{
  "formula": "C6H14Si",
  "method": "ωB97M-V/def2-TZVPD",
  "elements": ["C", "C", "C", "C", "C", "C", "Si", "H", "H", "H", "H", "H", "H", "H", "H", "H", "H", "H", "H", "H", "H"],
  "coordinates": [[0.52240, -1.62514, -1.59226], [1.68439, -0.41609, 0.58590], [-1.84074, 0.28718, 1.56663], [-0.89456, 1.55977, -1.28865], [1.09498, 0.91057, 1.11185], [0.37984, -1.04571, -0.05207], [-0.55102, 0.58061, 0.23139], [0.64070, -2.73128, -1.55484], [-0.41769, -1.58424, -2.19691], [1.35338, -1.15689, -2.13638], [2.02786, -1.15641, 1.40301], [2.57693, -0.30263, -0.05046], [-2.33674, 1.15767, 1.93028], [-1.35574, -0.21911, 2.38314], [-2.62163, -0.33703, 1.18355], [-0.25662, 2.44446, -1.32349], [-1.91756, 1.83503, -1.65526], [-0.54925, 0.77584, -1.99647], [1.05677, 0.98215, 2.22496], [1.46706, 1.86003, 0.67925], [-0.06275, -1.81878, 0.54680]],
  "lowdin_charge": [-0.1083, -0.2575, -0.1765, -0.1655, -0.2522, -0.3484, 0.5614, 0.0554, 0.0566, 0.0585, 0.1173, 0.0953, 0.0130, 0.0266, 0.0148, 0.0284, 0.0484, 0.0186, 0.0764, 0.0609, 0.0766],
  "gap_ev": 10.1,
  "lumo_ev": 0.939
}


Record 3
{
  "formula": "C6H15BBrF3INNaO4Ta",
  "method": "ωB97M-V/def2-TZVPD",
  "elements": ["C", "N", "C", "Ta", "Br", "I", "C", "C", "O", "C", "C", "F", "F", "F", "O", "B", "O", "O", "H", "H", "H", "H", "H", "H", "H", "H", "H", "H", "H", "H", "H", "H", "H", "Na"],
  "coordinates": [[4.15761, -2.13456, 1.45507], [2.94090, -1.30929, 1.58253], [2.89164, -0.20606, 0.59999], [0.95225, 1.05714, 0.65753], [-0.34000, -1.05432, -0.28204], [0.54341, 0.25233, 3.33289], [-1.10167, 2.11591, 0.62793], [-2.33820, 1.38084, 1.08707], [-3.09347, 0.87382, -0.03701], [-3.83446, -0.23024, 0.30975], [-4.41149, -0.88320, -0.92066], [-3.68608, -0.56388, -2.03182], [-5.69574, -0.58139, -1.16096], [-4.31264, -2.23740, -0.82634], [1.31047, 1.81166, -1.20236], [1.61436, 0.98070, -2.21089], [0.60438, 0.46167, -3.02020], [2.91737, 0.68552, -2.47842], [4.83417, -1.73770, 0.72337], [4.65030, -2.20239, 2.40780], [3.91040, -3.14678, 1.18017], [2.16981, -1.91452, 1.37441], [3.67226, 0.50041, 0.83402], [3.02589, -0.65693, -0.37507], [1.79830, 2.49270, 1.36002], [-1.26693, 2.34108, -0.41488], [-1.05011, 3.05510, 1.15024], [-2.13647, 0.57398, 1.77342], [-2.99224, 2.06822, 1.60250], [-3.24797, -0.97647, 0.82008], [-4.67130, 0.01133, 0.95188], [0.97335, -0.10642, -3.68518], [3.04925, -0.04133, -3.07260], [-1.83733, -0.67951, -2.11226]],
  "lowdin_charge": [-0.1382, -0.2642, -0.4318, 1.2573, 0.3222, 0.1416, -0.3627, -0.3372, -0.1533, -0.1527, -0.5277, 0.0399, 0.1691, 0.1338, -0.1339, -1.0649, 0.1107, 0.1851, 0.0609, 0.0583, 0.0642, 0.0206, 0.0494, 0.0278, -0.0886, 0.0383, 0.0388, 0.0366, 0.1154, 0.1202, 0.1512, 0.0890, 0.0958, 0.3290],
  "gap_ev": 6.9,
  "lumo_ev": -0.767
}


Record 4
{
  "formula": "C6H15BrN",
  "method": "ωB97M-V/def2-TZVPD",
  "elements": ["C", "C", "C", "C", "C", "C", "N", "Br", "H", "H", "H", "H", "H", "H", "H", "H", "H", "H", "H", "H", "H", "H", "H"],
  "coordinates": [[-2.59933, -0.62377, 2.59415], [-0.87192, -2.52103, 2.51164], [2.41073, 1.07208, -1.14447], [1.02595, 1.55141, -3.09038], [0.09764, 0.39819, -1.16035], [-1.23666, -1.10609, 2.29480], [1.05378, 1.39440, -1.61594], [-0.11977, -0.02686, 1.35704], [-2.65009, 0.46333, 2.59869], [-2.91204, -1.00262, 3.56731], [-3.32865, -0.99512, 1.86814], [-0.90952, -2.72955, 3.58444], [0.13015, -2.74787, 2.15515], [-1.58517, -3.19894, 2.03899], [2.41328, 1.01385, -0.05831], [2.71137, 0.10684, -1.54477], [3.11747, 1.83435, -1.46786], [1.70348, 2.34056, -3.40987], [1.32471, 0.61305, -3.55488], [0.01566, 1.79323, -3.41692], [0.34972, -0.59135, -1.51532], [-0.92145, 0.67254, -1.39484], [0.78067, 2.28935, -1.19644]],
  "lowdin_charge": [-0.1359, -0.1329, -0.0132, -0.0024, -0.2098, -0.7478, -0.2854, 1.0349, 0.0717, 0.0960, 0.0960, 0.0995, 0.0703, 0.0938, 0.0889, 0.1147, 0.1113, 0.1081, 0.1135, 0.1097, 0.0689, 0.0639, 0.1859],
  "gap_ev": [6.4, 8.9],
  "lumo_ev": [-4.266, -3.084],
  "charge": 1
}


Record 5
{
  "formula": "C6H15BrNO3Zn",
  "method": "ωB97M-V/def2-TZVPD",
  "elements": ["Zn", "Br", "O", "C", "C", "O", "H", "H", "H", "H", "C", "C", "C", "O", "C", "N", "H", "H", "H", "H", "H", "H", "H", "H", "H", "H", "H"],
  "coordinates": [[-0.71902, 0.14411, 1.82765], [-2.43268, 1.69006, 1.87958], [-0.80786, -1.00072, 0.19456], [-1.12962, -2.09613, 0.92107], [-0.16242, -2.35983, 2.04106], [0.27891, -1.25002, 2.83150], [-1.45882, -3.11778, 0.51446], [-2.01563, -1.70865, 1.58686], [0.77185, -2.89823, 1.78614], [-0.74741, -3.37018, 2.39696], [2.35653, 0.55880, -0.14074], [1.37182, 1.38829, -0.87644], [0.63908, 0.57579, -1.86249], [-0.59787, 1.11324, -2.30279], [-1.86228, 0.66691, -1.72358], [0.53529, 1.99533, 0.23027], [1.90145, -0.30558, 0.29500], [2.87633, 1.18900, 0.59161], [3.16529, 0.19592, -0.72121], [1.84078, 2.22915, -1.39942], [0.35733, -0.47322, -1.53164], [1.29766, 0.32494, -2.70096], [-2.64109, 0.91698, -2.42910], [-2.02311, 0.94606, -0.69066], [-1.79299, -0.41884, -1.66119], [1.17662, 2.39671, 0.90039], [-0.17816, 2.66787, 0.04309]],
  "lowdin_charge": [0.4107, -0.0091, -0.3753, -0.4740, -0.4390, -0.3599, 0.1155, 0.0970, 0.0820, 0.1157, -0.0740, -0.4113, -0.2386, -0.1994, -0.0935, 0.0361, 0.0710, 0.0844, 0.0649, 0.1313, 0.1236, 0.1218, 0.0740, -0.0177, 0.0659, 0.0600, 0.0378],
  "gap_ev": 7.6,
  "lumo_ev": 3.088,
  "charge": -1
}


Record 6
{
  "formula": "C6H15BrO3P",
  "method": "ωB97M-V/def2-TZVPD",
  "elements": ["C", "C", "C", "C", "C", "C", "O", "O", "O", "P", "Br", "H", "H", "H", "H", "H", "H", "H", "H", "H", "H", "H", "H", "H", "H", "H"],
  "coordinates": [[1.38899, 2.98405, -2.77566], [1.62375, -1.95666, -0.10160], [-2.35123, -1.15459, 2.83742], [2.11708, 1.72679, -2.32667], [0.36159, -2.59938, -0.56624], [-1.39613, -0.12809, 2.18297], [1.38019, 0.78716, -2.02786], [-0.55682, -1.75846, -1.25462], [-0.98530, -0.85250, 0.96804], [-1.55510, -0.85175, -0.49381], [-2.22593, 2.55521, -0.46912], [1.63167, 3.77444, -2.13344], [1.71938, 3.38192, -3.65318], [0.34435, 2.92194, -2.84431], [1.72279, -1.12048, -0.77630], [1.36967, -1.44945, 0.76520], [2.57439, -2.63343, 0.03395], [-2.63196, -0.75742, 3.92869], [-3.25995, -1.29293, 2.35396], [-1.77471, -2.01749, 2.90590], [3.19537, 1.77650, -2.51203], [-3.11792, 3.58987, -0.15003], [-0.11206, -3.14926, 0.22981], [0.46872, -3.37518, -1.40432], [-0.41362, 0.02517, 2.53021], [-2.08980, 0.77575, 1.93644]],
  "lowdin_charge": [-0.0401, -0.0552, -0.0556, -0.2106, -0.2921, -0.1877, -0.0156, -0.2994, -0.3816, 1.1315, 0.3864, 0.0693, 0.0504, 0.0530, 0.0502, 0.0335, 0.1512, 0.1474, 0.0531, 0.0529, 0.1279, -0.2615, 0.1103, 0.1599, 0.1151, 0.1073],
  "gap_ev": 7.6,
  "lumo_ev": -5.302,
  "charge": 1
}


Record 7
{
  "formula": "C6H15CeClI2O2P",
  "method": "ωB97M-V/def2-TZVPD",
  "elements": ["I", "I", "Ce", "P", "C", "C", "H", "H", "H", "C", "H", "H", "H", "H", "H", "H", "C", "O", "Cl", "C", "C", "O", "H", "H", "H", "H", "H", "H"],
  "coordinates": [[1.93408, 0.17263, -2.03890], [1.33495, -1.91743, -0.06722], [-0.28270, 1.20586, 0.56995], [-1.54232, -0.50579, -1.45719], [-1.29482, -1.75256, -2.75719], [-2.92333, -1.28158, -0.53105], [-2.77893, 1.59324, -1.75491], [-3.33658, 0.25678, -2.83460], [-1.81319, 1.13979, -3.19580], [-2.46321, 0.74890, -2.40544], [-3.22453, -0.66496, 0.30802], [-3.74856, -1.42387, -1.23038], [-2.26243, -1.91944, -3.27112], [-0.94283, -2.68149, -2.32652], [-2.57221, -2.26179, -0.15555], [-0.55632, -1.39367, -3.48138], [2.93830, -2.71682, -2.52288], [3.77570, -3.37297, -2.90832], [-2.56883, 2.22866, 1.11278], [3.21845, 1.53775, 3.91404], [1.77670, 1.75241, 3.50413], [1.59630, 1.56594, 2.07339], [3.59975, 0.55199, 3.62951], [3.31673, 1.62060, 5.00218], [3.85431, 2.30609, 3.47064], [1.06696, 1.07620, 3.98238], [1.43601, 2.76693, 3.70481], [2.46255, 1.36863, 1.66661]],
  "lowdin_spin": [-0.0027, -0.0014, 1.0249, -0.0046, -0.0013, 0.0001, 0.0000, -0.0001, 0.0000, -0.0002, 0.0001, 0.0000, -0.0002, 0.0000, 0.0000, 0.0000, -0.0002, 0.0000, -0.0122, -0.0001, 0.0000, -0.0021, 0.0000, 0.0000, 0.0000, 0.0000, 0.0000, -0.0001],
  "gap_ev": [6.1, 6.1],
  "s2": 0.7513,
  "multiplicity": 2,
  "lumo_ev": [-10.103, -10.102],
  "charge": 2
}


Record 8
{
  "formula": "C6H15Cl2NO2PW",
  "method": "ωB97M-V/def2-TZVPD",
  "elements": ["C", "C", "H", "H", "H", "O", "Cl", "W", "P", "C", "C", "H", "H", "H", "C", "H", "H", "H", "H", "H", "H", "C", "O", "Cl", "N", "H", "H", "H"],
  "coordinates": [[-2.72130, -1.51612, 0.33418], [-1.33868, -2.03434, 0.51429], [-3.06845, -1.06153, 1.27166], [-3.38200, -2.36218, 0.10135], [-2.79944, -0.78894, -0.48425], [-1.04393, -3.07675, 1.12674], [2.73737, 0.55155, 1.82025], [0.73378, -0.41643, 1.24853], [0.42001, 1.25849, -0.30624], [-1.28266, 1.53684, -0.84172], [0.93821, 2.86150, 0.37380], [2.52459, 1.16038, -1.45453], [1.17373, 1.66162, -2.52964], [1.35752, -0.06124, -2.07694], [1.48077, 0.97148, -1.73232], [2.03018, 2.96529, 0.31994], [0.46462, 3.64784, -0.23350], [-1.39872, 2.60967, -1.05732], [-1.99117, 1.25931, -0.05048], [0.60956, 2.96006, 1.41658], [-1.48874, 0.94745, -1.74541], [-0.25362, -1.40452, -0.38413], [-0.06986, -1.76065, -1.55070], [-0.90709, 0.19252, 2.68009], [1.70582, -2.27961, 0.86824], [1.05139, -3.05529, 1.05698], [2.54462, -2.41072, 1.43150], [1.97351, -2.35565, -0.11697]],
  "lowdin_spin": [0.0443, 0.0863, 0.0041, 0.0029, 0.0005, 0.2023, 0.1270, 0.9013, 0.0217, 0.0124, 0.0175, -0.0002, -0.0002, -0.0002, 0.0041, 0.0026, 0.0004, 0.0007, -0.0003, -0.0003, -0.0003, 0.1343, 0.3817, 0.0412, 0.0075, 0.0025, 0.0051, 0.0012],
  "gap_ev": [6.9, 7.2],
  "s2": 2.0208,
  "multiplicity": 3,
  "lumo_ev": [-15.061, -16.277],
  "charge": 3
}